[1]
The following is a quantum chemistry calculation of a structure of composition C35H40BF6GeN2Pt, from the Open Molecules 2025 dataset.

Values from the calculation:
- Net charge: -1
- Total energy: -116672.714 eV

Element x y z (Å)
H: -1.116 -0.689 -3.957
F: -3.349 0.864 -0.223
C: -1.043 -4.964 1.047
H: 2.196 -3.121 -0.231
H: -5.818 4.605 1.254
H: -3.025 -5.664 0.586
H: 2.949 1.668 0.881
H: 3.958 -1.648 -0.506
C: 1.987 -2.100 0.111
Pt: -0.150 0.087 0.415
C: -5.849 4.891 -0.875
C: 1.171 4.715 -0.891
B: -2.592 1.195 0.857
F: -3.178 0.795 2.006
H: -1.255 -1.264 2.261
C: -1.061 -0.376 4.651
H: -5.556 5.110 -2.986
H: 4.852 0.737 2.232
H: -0.884 2.439 1.581
F: -3.692 -3.661 -0.971
H: 3.274 -0.244 -3.422
C: -5.102 4.840 -2.040
C: -0.332 1.084 -4.888
C: 1.461 7.053 -0.422
C: -0.195 4.792 -0.616
H: -0.164 4.130 -3.423
H: 1.729 -0.528 4.043
C: -0.714 6.035 -0.255
C: -0.387 3.074 -3.538
H: -3.229 4.335 -2.934
H: 2.748 -1.480 -1.773
H: 4.673 0.635 -1.610
H: 1.256 0.944 4.902
C: -0.312 -0.709 2.267
H: 0.496 -1.445 2.346
C: -0.083 -3.979 0.895
H: -2.104 -0.483 4.365
C: 3.252 0.620 0.791
H: 1.918 0.783 -2.939
H: -0.323 8.109 0.130
C: -0.072 2.439 -4.733
H: 3.552 1.951 -1.314
H: -0.658 1.177 3.243
H: 0.384 3.001 -5.540
F: -1.863 -1.796 -1.356
H: 5.085 -0.545 1.049
C: 3.006 0.714 -2.977
C: 4.726 0.477 1.179
C: -2.280 -4.895 0.453
C: -0.292 -2.822 0.115
C: -1.570 -2.792 -0.504
C: -2.512 -3.774 -0.328
C: 1.205 0.428 3.938
H: -3.391 4.219 1.333
C: -0.241 0.207 3.499
C: -1.227 1.889 0.701
F: 1.060 -4.148 1.606
Ge: -1.351 3.199 -0.755
C: 0.104 7.155 -0.154
C: -0.913 0.369 -3.849
C: -3.904 4.205 0.374
H: 3.375 1.497 -3.643
C: -3.779 4.418 -2.002
H: 1.748 1.029 3.206
H: -1.678 0.434 -1.853
C: -1.231 1.008 -2.657
H: 1.595 3.769 -1.202
H: 3.052 5.739 -1.017
H: -0.074 0.584 -5.814
C: 3.599 0.896 -1.587
H: -0.681 -1.365 4.931
H: 5.368 1.139 0.595
H: -1.009 0.264 5.537
H: -1.773 6.133 -0.050
C: -3.158 4.069 -0.806
F: -0.748 -6.018 1.838
H: 2.099 7.925 -0.343
H: 2.629 0.071 1.497
C: -5.242 4.590 0.336
N: 2.886 0.176 -0.548
H: -6.895 5.171 -0.910
C: 1.995 5.827 -0.795
N: 0.584 -1.802 -0.115
C: 2.944 -1.259 -0.724
H: 2.273 -2.080 1.172
C: -0.967 2.368 -2.484

Charges obtained by Löwdin population analysis, quoted in units of e:
1 H 0.1030
2 F 0.1476
3 C -0.2299
4 H 0.1177
5 H 0.0973
6 H 0.1231
7 H 0.1114
8 H 0.1146
9 C -0.2527
10 Pt 0.9449
11 C -0.1085
12 C -0.1136
13 B -0.8953
14 F 0.1689
15 H 0.0654
16 C -0.0854
17 H 0.0949
18 H 0.0686
19 H 0.0129
20 F 0.0730
21 H 0.0638
22 C -0.1001
23 C -0.1073
24 C -0.1097
25 C -0.2581
26 H 0.0956
27 H 0.0791
28 C -0.1016
29 C -0.1179
30 H 0.0962
31 H 0.1078
32 H 0.1113
33 H 0.0697
34 C -0.2439
35 H 0.0495
36 C -0.1506
37 H 0.0683
38 C -0.2681
39 H 0.0637
40 H 0.0949
41 C -0.1049
42 H 0.1060
43 H 0.0959
44 H 0.0947
45 F 0.0659
46 H 0.0632
47 C -0.0809
48 C -0.0816
49 C 0.0398
50 C -0.2198
51 C -0.1636
52 C -0.2235
53 C -0.0898
54 H 0.1114
55 C -0.4824
56 C -0.3487
57 F 0.0546
58 Ge 0.9943
59 C -0.0993
60 C -0.0792
61 C -0.1119
62 H 0.0714
63 C -0.1008
64 H 0.0564
65 H 0.0611
66 C -0.1047
67 H 0.0917
68 H 0.0958
69 H 0.0955
70 C -0.2699
71 H 0.0801
72 H 0.0609
73 H 0.0698
74 H 0.0889
75 C -0.2626
76 F 0.0651
77 H 0.0929
78 H 0.0685
79 C -0.0929
80 N -0.1962
81 H 0.0932
82 C -0.0979
83 N -0.1449
84 C -0.2007
85 H 0.0995
86 C -0.2609

=====

[2]
The following is a quantum chemistry calculation of a structure of composition C35H40F5InN3O4PS3Sb2, from the Open Molecules 2025 dataset.

Values from the calculation:
- <S²>: 0.79
- Net charge: -1
- 2S+1: 2
- Total energy: -123238.793 eV

Element x y z (Å)
S: -0.056 -1.292 2.532
In: -1.166 0.581 1.370
H: 0.283 7.218 -3.065
C: -0.588 4.883 -0.787
H: 3.037 0.684 -4.949
H: -4.198 -4.682 -1.777
H: -0.342 -0.107 -4.725
C: 1.752 0.826 7.078
H: 3.922 2.384 2.612
H: 1.249 -6.984 -2.472
H: 3.134 3.963 2.594
H: 4.257 4.554 4.752
C: 2.834 -4.009 -1.910
C: -3.531 -3.997 -1.269
C: -0.014 6.259 -2.658
H: 5.035 2.966 4.783
C: 0.345 -0.935 -4.562
H: 3.600 1.352 -3.398
C: 3.080 -2.019 -3.486
C: -2.196 -3.373 0.604
H: -0.049 6.949 -0.619
H: -3.516 -2.535 -2.856
C: -2.994 -0.891 4.003
O: -1.625 2.492 0.167
C: -1.945 -0.650 -1.748
C: 1.372 -5.365 -3.888
C: 1.018 -4.278 1.385
C: -4.484 -2.082 2.610
C: -3.826 -3.020 4.711
C: 3.536 3.187 3.253
C: -0.202 6.112 -1.287
C: 2.340 -5.316 -1.701
H: -2.193 -0.459 -2.791
H: 2.529 -5.788 -0.745
C: -2.307 -1.952 -1.177
C: -3.153 -2.808 -1.874
H: 2.382 1.701 6.915
H: 0.457 -4.301 2.319
H: 0.934 -1.091 -5.467
C: -3.699 -0.948 2.804
C: -0.778 3.788 -1.629
H: 1.929 -4.868 1.494
H: 1.685 -3.618 -5.082
F: -5.315 -4.185 3.304
C: -0.570 3.943 -3.008
F: -5.201 -2.222 1.487
P: 1.650 1.385 3.481
H: 3.565 -3.190 2.503
C: 2.596 -3.389 -3.167
C: 1.864 -4.089 -4.122
F: -2.345 -1.811 6.078
N: -1.824 -2.241 0.028
H: 0.806 -5.875 -4.657
H: -3.335 -5.193 0.514
C: 3.168 -2.184 2.361
H: 0.416 -4.699 0.581
H: 2.425 -0.242 5.329
C: -0.198 5.188 -3.513
H: -0.051 5.284 -4.581
C: -3.044 -1.903 4.943
C: -4.554 -3.104 3.538
H: -1.790 -3.546 1.596
H: 3.222 -1.906 -4.563
H: 2.795 -1.793 3.306
C: 3.513 -3.351 -0.852
H: 3.819 -3.935 0.008
N: -1.392 0.274 -1.068
O: 0.846 1.024 4.859
C: 4.639 3.744 4.128
S: 0.152 2.402 2.444
H: 2.253 0.151 7.777
C: -1.195 2.498 -1.014
F: -2.233 0.170 4.276
H: -0.230 -1.835 -4.344
C: 1.487 0.127 5.761
H: -0.910 2.122 -3.339
H: 2.080 1.923 -4.102
F: -3.885 -4.005 5.615
H: 5.455 4.133 3.515
S: -3.623 0.308 1.581
C: -3.052 -4.285 -0.003
H: 3.961 -1.530 1.998
H: 0.815 1.158 7.526
O: -0.720 2.928 -3.884
H: -0.747 4.729 0.273
H: 4.044 -2.425 -1.012
H: 0.825 -0.733 5.893
Sb: 1.530 -2.224 0.958
N: -1.081 1.413 -1.775
O: 2.495 2.694 4.081
C: 2.723 1.053 -3.971
H: 4.021 -1.774 -2.994
C: 1.620 -5.985 -2.666
Sb: 1.644 -0.474 -2.906

Charges obtained by Löwdin population analysis, quoted in units of e:
1 S 0.0634
2 In 0.1210
3 H 0.0959
4 C -0.0155
5 H -0.0005
6 H 0.1047
7 H -0.0106
8 C -0.0825
9 H 0.0923
10 H 0.0972
11 H 0.1062
12 H 0.0719
13 C -0.2887
14 C -0.0623
15 C -0.0988
16 H 0.0707
17 C -0.3405
18 H -0.0060
19 C -0.3539
20 C -0.1591
21 H 0.0945
22 H 0.1106
23 C -0.2932
24 O -0.1731
25 C -0.0972
26 C -0.0899
27 C -0.3656
28 C -0.2593
29 C -0.1423
30 C -0.3744
31 C -0.0958
32 C -0.0596
33 H 0.1263
34 H 0.1015
35 C -0.2702
36 C -0.0152
37 H 0.0685
38 H -0.0111
39 H 0.0019
40 C -0.5370
41 C -0.0671
42 H -0.0101
43 H 0.1035
44 F 0.1007
45 C -0.2772
46 F 0.0751
47 P 0.4950
48 H -0.0072
49 C -0.2860
50 C -0.0679
51 F 0.1149
52 N 0.0842
53 H 0.0960
54 H 0.1066
55 C -0.3650
56 H -0.0133
57 H 0.0892
58 C -0.0284
59 H 0.1097
60 C -0.1484
61 C -0.1513
62 H 0.0861
63 H 0.0569
64 H -0.0369
65 C -0.0534
66 H 0.0522
67 N -0.0327
68 O -0.4305
69 C -0.0918
70 S 0.2972
71 H 0.0692
72 C -0.4513
73 F 0.0535
74 H -0.0090
75 C -0.3441
76 H 0.0505
77 H -0.0127
78 F 0.1093
79 H 0.0684
80 S 0.6921
81 C -0.0499
82 H -0.0065
83 H 0.0750
84 O 0.0233
85 H 0.1089
86 H 0.0466
87 H 0.1075
88 Sb 1.0218
89 N 0.0119
90 O -0.4189
91 C -0.3450
92 H 0.0475
93 C -0.0972
94 Sb 1.3256

=====

Which of these has the highest total energy?
C35H40BF6GeN2Pt

=====

net charge of number 1 (C35H40BF6GeN2Pt)?
-1